Entry 1:
DFT (wB97M-V/def2-TZVPD) results for 2 unconnected molecules or ions with the total composition C17H25BrN2O3.

Each line ends with the Löwdin charge.
Cartesian coordinates (Å):
N1 6.445 -0.948 1.661  -0.014
C1 6.034 0.409 1.298  -0.297
C2 5.444 0.547 -0.120  -0.199
C3 5.486 1.999 -0.655  -0.199
C4 4.095 2.504 -1.073  -0.174
C5 3.398 3.146 0.130  -0.100
N2 1.959 2.837 0.206  0.050
C6 1.474 2.062 1.271  -0.363
O1 1.745 2.223 2.421  0.149
C7 0.534 1.067 0.659  -0.078
C8 -0.104 -0.032 1.204  0.023
C9 -0.929 -0.781 0.361  -0.097
C10 -1.108 -0.396 -0.963  -0.646
Br1 -2.230 -1.430 -2.093  0.797
C11 -0.487 0.728 -1.505  -0.033
C12 0.351 1.429 -0.657  -0.076
C13 1.185 2.642 -0.944  -0.377
O2 1.173 3.329 -1.918  0.156
H1 5.757 -1.606 1.316  0.061
H2 7.318 -1.161 1.194  0.060
H3 6.875 1.092 1.376  0.106
H4 5.282 0.732 2.018  0.104
H5 5.963 -0.137 -0.786  0.104
H6 4.405 0.219 -0.061  0.100
H7 6.153 2.015 -1.513  0.105
H8 5.916 2.628 0.122  0.103
H9 3.549 1.654 -1.472  0.111
H10 4.233 3.249 -1.850  0.111
H11 3.835 2.785 1.055  0.116
H12 3.539 4.222 0.087  0.129
H13 0.048 -0.294 2.239  0.126
H14 -1.426 -1.659 0.742  0.104
H15 -0.640 1.036 -2.526  0.119
C14 -5.019 -1.240 0.490  -0.084
C15 -5.065 -2.615 -0.158  -0.310
O3 -6.000 -3.497 0.436  -0.158
C16 -7.353 -3.082 0.411  -0.283
C17 -7.911 -2.869 -0.987  -0.080
H16 -4.791 -1.329 1.553  0.084
H17 -4.252 -0.626 0.017  0.043
H18 -5.969 -0.712 0.398  0.068
H19 -4.094 -3.099 -0.047  0.099
H20 -5.249 -2.530 -1.235  0.096
H21 -7.489 -2.182 1.021  0.106
H22 -7.908 -3.879 0.904  0.118
H23 -7.392 -2.072 -1.519  0.065
H24 -8.966 -2.599 -0.931  0.076
H25 -7.815 -3.781 -1.578  0.081

Output
HOMO-LUMO gap: 8.922 eV
net charge: 0
highest occupied orbital energy: -9.39 eV
SMILES: NCCCCCN1C(=O)c2ccc(Br)cc2C1=O.CCOCC
E_tot: -97199.7263 eV

***

Entry 2:
DFT (wB97M-V/def2-TZVPD) results for 9 unconnected molecules or ions with the total composition C17H25Cl3N8 in a non-equilibrium geometry.

Each line ends with the Löwdin charge.
Cartesian coordinates (Å):
Cl1 1.530 -2.432 -2.787  0.484
C1 2.947 -2.068 -1.695  -1.516
Cl2 4.523 -2.171 -2.439  0.552
Cl3 2.890 -3.002 -0.167  0.487
H1 2.944 -1.020 -1.397  -0.021
C2 -0.436 4.793 -1.057  -0.061
C3 0.892 4.147 -1.186  -0.216
N1 1.952 3.572 -1.259  0.146
H2 -0.627 5.250 -0.086  0.085
H3 -1.159 4.007 -1.271  0.079
H4 -0.689 5.540 -1.809  0.081
C4 -1.962 -4.324 -0.257  -0.081
C5 -2.883 -3.978 -1.332  -0.269
N2 -3.706 -3.777 -2.137  0.139
H5 -1.009 -4.562 -0.730  0.080
H6 -2.304 -5.159 0.355  0.086
H7 -1.835 -3.470 0.408  0.035
C6 -0.437 -0.174 2.782  -0.082
C7 -0.013 0.342 4.093  -0.291
N3 0.310 0.741 5.123  0.131
H8 -0.273 -1.251 2.816  0.082
H9 0.206 0.318 2.053  0.027
H10 -1.472 0.094 2.568  0.077
C8 -3.706 -0.907 0.240  -0.089
C9 -5.149 -1.072 -0.080  -0.287
N4 -6.277 -1.172 -0.302  0.116
H11 -3.563 0.109 0.607  0.080
H12 -3.261 -1.216 -0.706  0.045
H13 -3.423 -1.699 0.933  0.066
C10 3.416 -0.128 4.199  -0.063
C11 3.302 0.052 2.751  -0.246
N5 3.174 0.138 1.590  0.160
H14 4.480 -0.253 4.400  0.083
H15 2.775 -0.949 4.518  0.086
H16 3.192 0.832 4.663  0.078
C12 3.529 3.353 1.386  -0.098
C13 2.142 3.125 1.749  -0.319
N6 1.055 2.938 2.049  0.158
H17 3.702 2.561 0.657  0.050
H18 4.216 3.145 2.206  0.081
H19 3.761 4.221 0.769  0.077
C14 -2.634 -1.532 -4.934  -0.072
C15 -2.082 -0.378 -4.271  -0.264
N7 -1.587 0.494 -3.666  0.131
H20 -1.913 -2.277 -5.270  0.089
H21 -3.370 -1.272 -5.695  0.088
H22 -3.193 -2.061 -4.162  0.053
C16 0.563 0.851 -0.820  -0.098
C17 -0.037 -0.396 -0.457  -0.296
N8 -0.536 -1.411 -0.157  0.175
H23 1.608 0.880 -0.509  0.052
H24 0.030 1.695 -0.384  0.063
H25 0.395 0.915 -1.895  0.065

Output
HOMO-LUMO gap: 11.440 eV
net charge: 0
highest occupied orbital energy: -11.14 eV
SMILES: ClC(Cl)Cl.CC#N.CC#N.CC#N.CC#N.CC#N.CC#N.CC#N.CC#N
E_tot: -67519.5466 eV

***

Entry 3:
DFT (wB97M-V/def2-TZVPD) results for C17H25ClN2O2 in the gas phase.

Each line ends with the Löwdin charge.
Cartesian coordinates (Å):
C1 -0.151 3.080 2.414  -0.103
C2 0.708 1.836 2.601  -0.254
C3 2.001 1.869 1.786  -0.180
C4 1.791 1.817 0.267  -0.146
N1 1.190 0.565 -0.171  0.015
C5 -0.165 0.620 -0.395  -0.462
O1 -0.793 1.662 -0.411  0.069
N2 -0.806 -0.597 -0.499  0.093
C6 -2.182 -0.610 -0.802  -0.194
C7 -3.090 -1.304 -0.006  -0.017
C8 -4.434 -1.329 -0.329  -0.098
C9 -4.880 -0.640 -1.443  -0.678
Cl1 -6.561 -0.668 -1.848  0.667
C10 -3.994 0.076 -2.233  -0.087
C11 -2.650 0.081 -1.916  0.008
C12 -0.056 -1.840 -0.297  -0.513
C13 0.217 -2.068 1.194  0.025
O2 -0.733 -2.926 -0.860  0.035
C14 1.223 -1.700 -1.128  -0.034
C15 2.040 -0.433 -0.822  -0.486
C16 3.235 -0.792 0.068  -0.022
C17 2.564 0.120 -2.161  -0.019
H1 0.436 3.982 2.574  0.073
H2 -0.975 3.076 3.124  0.071
H3 -0.571 3.101 1.412  0.052
H4 0.975 1.736 3.657  0.105
H5 0.123 0.958 2.322  0.091
H6 2.632 1.032 2.093  0.095
H7 2.540 2.792 2.012  0.113
H8 2.749 1.965 -0.231  0.111
H9 1.124 2.627 -0.032  0.120
H10 -2.761 -1.806 0.892  0.109
H11 -5.133 -1.870 0.290  0.106
H12 -4.353 0.617 -3.094  0.107
H13 -1.955 0.637 -2.525  0.123
H14 0.845 -2.947 1.318  0.094
H15 0.709 -1.202 1.623  0.069
H16 -0.717 -2.232 1.729  0.079
H17 -1.554 -3.088 -0.380  0.089
H18 1.831 -2.591 -0.983  0.133
H19 0.892 -1.694 -2.168  0.133
H20 2.907 -1.214 1.013  0.078
H21 3.852 0.078 0.270  0.079
H22 3.852 -1.528 -0.442  0.090
H23 3.271 0.931 -2.009  0.076
H24 3.069 -0.669 -2.712  0.089
H25 1.737 0.493 -2.761  0.094

Output
relative energy (zero: lowest compared OMol25 entry of this formula, charge and spin): 0.0 kcal/mol
HOMO-LUMO gap: 9.101 eV
net charge: 0
highest occupied orbital energy: -8.47 eV
SMILES: CCCCN1C(=O)N(c2ccc(Cl)cc2)[C@@](C)(O)CC1(C)C
E_tot: -37633.7913 eV

***

Entry 4:
DFT (wB97M-V/def2-TZVPD) results for 2 unconnected molecules or ions with the total composition C17H25ClNO5 in a non-equilibrium geometry.

Each line ends with the Löwdin charge.
Cartesian coordinates (Å):
C1 4.240 -2.811 4.244  0.111
C2 4.457 -2.536 3.095  -0.144
C3 4.536 -2.314 1.624  -0.186
C4 3.087 -2.266 1.055  -0.171
C5 2.521 -0.809 1.042  -0.082
C6 1.153 -0.751 1.702  -0.157
C7 0.168 -1.671 1.347  0.070
C8 -1.089 -1.657 1.971  -0.046
C9 -2.078 -2.737 1.556  -0.441
O1 -1.900 -3.841 1.974  0.201
O2 -3.143 -2.478 0.726  0.110
C10 -1.354 -0.671 2.941  0.012
C11 -0.361 0.241 3.229  -0.621
Cl1 -0.609 1.508 4.371  0.802
N1 0.849 0.179 2.631  0.149
H1 3.797 -2.970 5.209  0.036
H2 5.056 -3.185 1.206  0.122
H3 5.081 -1.383 1.436  0.113
H4 2.492 -2.902 1.723  0.110
H5 3.026 -2.696 0.050  0.119
H6 3.200 -0.093 1.520  0.125
H7 2.348 -0.506 -0.002  0.134
H8 0.404 -2.405 0.579  0.151
H9 -2.810 -2.505 -0.186  0.134
H10 -2.318 -0.632 3.443  0.145
H11 1.568 0.859 2.867  0.178
C12 -1.042 2.528 -5.227  -0.099
O3 -1.436 1.773 -4.097  -0.198
C13 -0.507 0.761 -3.759  -0.204
C14 -0.531 0.489 -2.269  -0.185
O4 0.131 1.488 -1.486  -0.145
C15 -0.523 2.750 -1.344  -0.171
C16 -1.718 2.701 -0.421  -0.204
O5 -2.819 2.086 -1.059  -0.186
C17 -3.644 1.400 -0.150  -0.103
H12 -1.048 1.910 -6.130  0.092
H13 -1.754 3.341 -5.349  0.092
H14 -0.045 2.960 -5.080  0.089
H15 0.507 1.046 -4.059  0.129
H16 -0.792 -0.154 -4.295  0.131
H17 0.042 -0.428 -2.095  0.115
H18 -1.544 0.306 -1.909  0.115
H19 -0.772 3.178 -2.314  0.125
H20 0.218 3.410 -0.887  0.129
H21 -2.007 3.721 -0.137  0.135
H22 -1.440 2.146 0.486  0.111
H23 -3.053 0.673 0.424  0.065
H24 -4.392 0.854 -0.724  0.096
H25 -4.153 2.092 0.528  0.096

Output
relative energy (zero: lowest compared OMol25 entry of this formula, charge and spin): 0.0 kcal/mol
HOMO-LUMO gap: 7.104 eV
net charge: +1
highest occupied orbital energy: -11.72 eV
E_tot: -42274.1459 eV